Record 1
# C4H12

2 unconnected molecules or ions with the total composition C4H12 at a distorted geometry (ωB97M-V with the def2-TZVPD basis set, the OMol25 dataset).

The geometry in XYZ format:
```
16
Properties=species:S:1:pos:R:3:lowdin_charge:R:1
C 1.03611 2.12714 -0.89586 -0.153
C 1.90352 0.95796 -0.30726 -0.142
C -1.89824 -1.73421 1.19740 -0.175
C -1.02912 -1.31718 0.01351 -0.173
H 2.33826 0.34832 -1.09911 0.068
H 0.91765 2.17180 -1.98512 0.055
H 1.24060 3.14942 -0.48979 0.068
H -0.36331 -2.19616 -0.00222 0.068
H 1.43378 0.33365 0.45156 0.045
H 2.69942 1.21063 0.27956 0.016
H -2.77768 -2.26018 0.87087 0.048
H -2.15005 -0.90224 1.88513 0.069
H -0.54710 -0.32764 0.07314 0.039
H -0.05009 2.13105 -0.77098 0.042
H -1.47506 -1.29315 -0.96990 0.054
H -1.34001 -2.56782 1.71006 0.073
```

Values from the calculation:
E_tot, eV: -4341.35762
Structure (SMILES): CC.CC
HOMO energy, eV: -11.19

***

Record 2
# C7H11N5

2 unconnected molecules or ions with the total composition C7H11N5 at a distorted geometry (ωB97M-V with the def2-TZVPD basis set, the OMol25 dataset).

The geometry in XYZ format:
```
23
Properties=species:S:1:pos:R:3:lowdin_charge:R:1
N -0.41392 -1.59271 -1.33492 0.084
N -4.04938 0.60357 1.24459 0.171
N 0.30846 0.86391 1.08748 0.200
N 3.21334 -2.70121 -2.90786 -0.032
N 2.12843 -1.99621 -2.41927 -0.098
C -1.84386 1.81774 3.64548 -0.052
C 0.09096 -0.35424 -1.12872 -0.275
C -1.90530 1.86231 2.11513 -0.330
C 1.31564 0.08146 -1.49191 -0.143
C -3.09392 1.13643 1.61496 -0.185
C -0.68566 1.29247 1.51911 -0.147
C 2.32137 -0.76077 -2.11377 -0.188
H 3.89513 -2.11554 -3.38790 0.066
H 1.57957 1.11337 -1.30966 0.076
H -1.76599 0.78169 4.00681 0.100
H 2.87404 -3.41183 -3.55909 0.074
H -0.63141 0.32436 -0.68870 0.071
H -1.98037 2.89484 1.77750 0.151
H 0.26758 -2.29416 -1.66525 0.071
H -0.97031 2.37484 4.00255 0.092
H -2.75038 2.27175 4.06864 0.094
H 3.29751 -0.29734 -2.30738 0.105
H -1.20154 -1.89471 -0.76782 0.096
```

Values from the calculation:
E_tot, eV: -14885.12135
Structure (SMILES): N/C=C\C=N\N.CC(C#N)C#N
HOMO energy, eV: -7.03

***

Energy relative to the best compared isomer or geometry (same formula, charge and spin)
In order: 112.95; 241.77
Unit: kJ/mol
Gap between HOMO and LUMO
In order: 12.3; 7.4
Unit: eV